## i
C6H9N | ωB97M-V/def2-TZVPD

Element x y z (Å)
C: 1.7638 0.7088 -0.2613
N: 0.6308 0.1433 -0.2081
C: 0.0141 -0.8245 0.7468
C: -1.3920 -0.1609 0.8294
C: -1.4645 1.0726 -0.0736
C: -0.5815 0.2516 -1.0295
C: -1.0714 -1.0452 -0.3262
H: 1.9995 1.3819 -1.0811
H: 2.9173 -1.7433 1.0501
H: 2.4757 0.5016 0.5297
H: 2.1713 -1.7063 1.1529
H: -2.0168 -0.3650 1.6913
H: -1.0338 2.0230 0.2724
H: -2.4634 1.2356 -0.4877
H: -0.4489 0.4873 -2.0885
H: -1.5001 -1.9606 -0.7167

The calculation puts the orbital gap at 7.989 eV.


## ii
C6H9N | ωB97M-V/def2-TZVPD

Element x y z (Å)
C: 0.4822 -1.5125 0.8875
C: 0.9010 -0.1017 0.7887
C: -0.1647 0.9929 0.6358
C: -1.3740 0.2279 0.0921
N: -0.4819 -0.0773 -1.1142
C: 0.0880 1.3113 -0.8816
C: 0.5653 -0.8802 -0.4729
H: 1.3343 -2.2539 0.9575
H: -0.4298 -1.8551 1.3673
H: 1.9136 0.2732 1.0692
H: -0.2341 1.7322 1.4454
H: -2.2006 0.8953 -0.2552
H: -1.7954 -0.6097 0.6570
H: -0.6220 1.9973 -1.2984
H: 1.0814 1.4089 -1.3214
H: 1.3389 -1.2733 -1.1201

The calculation puts the orbital gap at 9.972 eV. Its structure (SMILES) is C1[C@@H]2C3CN(C3)[C@H]12.


## iii
C6H9N | ωB97M-V/def2-TZVPD

Element x y z (Å)
C: -0.8274 1.8109 0.6132
C: -0.1813 0.6936 -0.2521
C: -0.2111 0.6360 -1.6528
C: 0.5146 -0.5248 -2.0260
N: 0.7443 -1.2315 -0.8538
C: 0.3264 -0.4477 0.2638
C: 0.4764 -1.1753 1.6187
H: -1.9476 1.7035 0.7285
H: -0.4390 1.6691 1.6910
H: -0.5778 2.7405 0.1464
H: -1.0457 1.1331 -2.2331
H: 0.7142 -0.8157 -3.1181
H: 0.7721 -2.3083 -0.7276
H: 1.4862 -1.6665 1.6237
H: -0.2713 -1.8833 1.7907
H: 0.4670 -0.3334 2.3874

The calculation puts the orbital gap at 8.819 eV. Its structure (SMILES) is Cc1cc[nH]c1C.


Short version: iii, ii, i, most stable first.


## i
C3H6OS2 | ωB97M-V/def2-TZVPD

Element x y z (Å)
C: 1.3626 -0.3780 -0.9723
S: 1.5471 1.0008 0.3408
C: -0.0992 0.7941 0.9310
S: -0.6146 1.9132 2.0154
C: -0.8305 -0.3438 0.5651
O: -1.3004 -0.2130 -0.7381
H: 2.3638 -0.2347 -1.2960
H: 0.9386 -1.4989 -0.5595
H: 0.5516 0.0310 -1.8002
H: -1.6967 -0.3972 1.3106
H: -0.0131 -1.0843 0.9320
H: -2.2092 0.4108 -0.7288

The calculation puts the orbital gap at 8.330 eV. Its structure (SMILES) is CSC(=S)CO.


## ii
C3H6OS2 | ωB97M-V/def2-TZVPD

Element x y z (Å)
C: -1.7360 -0.7324 -0.0958
O: -0.3456 -0.3887 -0.3498
C: -0.2168 1.0026 -0.0005
S: 1.6742 1.3623 -0.1626
C: 2.4205 -0.0882 0.1466
S: 3.9589 -0.4479 -0.1555
H: -1.9661 -1.0752 1.0067
H: -1.9005 -1.5436 -0.7173
H: -2.4398 -0.0596 -0.4643
H: -0.6809 1.9025 -0.6962
H: -0.5344 1.1106 1.1747
H: 1.7666 -1.0426 0.3141

The calculation puts the orbital gap at 8.450 eV. Its structure (SMILES) is COCSC=S.


Short version: ii, i, most stable first.


## i
C3H6OS2 | ωB97M-V/def2-TZVPD

Element x y z (Å)
C: -0.0199 -1.2477 -0.7829
O: -0.0365 -1.1594 0.6366
C: -0.8111 -0.0817 1.1979
S: -0.7895 1.4983 0.2885
C: 0.8518 1.3781 -0.4333
S: 0.8681 0.0413 -1.7047
H: -1.0183 -1.3281 -1.1239
H: 0.5100 -2.2179 -0.9872
H: -0.3285 0.0267 2.1689
H: -1.8451 -0.4027 1.3051
H: 1.5902 1.1916 0.3323
H: 1.0287 2.3014 -0.8973

The calculation puts the orbital gap at 9.398 eV. Its structure (SMILES) is C1OCSCS1.


## ii
C3H6OS2 | ωB97M-V/def2-TZVPD

Element x y z (Å)
C: 0.1989 0.4719 -1.2047
C: -0.2413 -0.1169 0.0329
S: -0.3575 -1.9942 0.1584
S: -2.0284 0.5074 0.3503
C: 0.6528 0.1764 1.2390
O: 1.7137 0.6697 1.0970
H: -0.4963 0.4167 -2.0926
H: 0.3410 1.5566 -0.9915
H: 1.2301 0.3139 -1.5999
H: 0.6657 -2.2262 -0.7073
H: -1.9010 0.4734 1.6256
H: 0.2222 -0.2487 2.0929

The calculation puts the orbital gap at 10.067 eV. Its structure (SMILES) is CC(S)(S)C=O.


Short version: i, ii, most stable first.


## i
C7H18O4 | ωB97M-V/def2-TZVPD

Element x y z (Å)
C: -1.0949 -0.7052 0.6181
C: -0.9018 0.1933 -0.3487
C: -1.5281 1.5411 -0.3768
C: -0.8118 2.3683 0.7157
C: 0.0140 -0.1164 -1.4807
C: -0.5360 -0.3766 -2.9417
C: -0.9381 -1.8109 -2.7923
O: -2.1016 -2.1474 -2.6766
H: -0.6570 -1.6842 0.3967
H: -1.7145 -0.4258 1.4707
H: -1.4009 2.1741 -1.2449
H: -2.5775 1.6134 -0.1005
H: -0.9465 2.0990 1.8014
H: -0.9502 3.4322 0.7953
H: 0.2733 2.1894 0.5711
H: 0.6791 0.7773 -1.6498
H: 0.8141 -0.8180 -1.1742
H: 0.3697 -0.3316 -3.5883
H: -1.3141 0.3443 -3.2079
H: -0.2513 -2.6564 -2.8646
O: 1.9656 -2.4761 2.0932
H: 1.0674 -2.1242 2.2065
H: 1.8410 -3.3844 1.8057
O: 1.4188 0.7821 3.6082
H: 1.0384 -0.0192 3.2576
H: 1.4490 1.5180 2.9974
O: 1.9220 0.2272 0.5335
H: 2.0205 -0.6602 0.9184
H: 2.8514 0.4770 0.6578

The calculation puts the orbital gap at 9.472 eV. Its structure (SMILES) is C=C(CC)CCC=O.O.O.O.


## ii
C7H18O4 | ωB97M-V/def2-TZVPD

Element x y z (Å)
C: 1.3808 2.0638 0.6359
C: 1.3588 0.8167 1.0013
C: 0.3611 -0.2334 0.6776
C: 0.7260 -0.8892 -0.5881
C: 0.7285 -2.2093 -0.8319
C: -0.7783 -0.5627 1.2957
C: -1.7865 -1.5833 0.8378
H: 0.7964 2.6343 -0.0746
H: 2.1816 2.6536 1.1140
H: 2.0979 0.5791 1.7245
H: 1.2609 -0.1871 -1.3358
H: 1.0647 -2.7226 -1.7217
H: 0.1761 -2.8981 -0.2028
H: -1.2291 -0.1904 2.2365
H: -2.5311 -1.9829 1.5624
H: -2.3895 -1.4392 -0.1291
H: -1.1885 -2.5844 0.8468
O: -2.0316 1.9320 1.0350
H: -1.1867 1.6471 0.7067
H: -2.4398 2.0416 0.2248
O: 2.9116 -1.5704 1.5021
H: 2.5056 -1.2711 0.7196
H: 2.7766 -0.9217 2.1446
O: -1.1946 0.1401 -2.8329
H: -1.6236 -0.7503 -2.7514
H: -0.2040 -0.0737 -2.5874
O: -0.2615 2.3496 -1.5731
H: -0.4619 3.2856 -1.5957
H: -1.0202 1.9264 -2.0408

The calculation puts the orbital gap at 9.502 eV. Its structure (SMILES) is C=CC(C=C)=CC.O.O.O.O.


Short version: i, ii, most stable first.


## i
C3H6N2 | ωB97M-V/def2-TZVPD

Element x y z (Å)
C: 1.5105 -0.5824 0.0762
N: 0.2303 -0.5556 0.3550
C: -0.8351 -0.2840 -0.4299
C: -2.1161 -0.2793 0.1494
N: -3.1698 -0.2713 0.6465
H: 1.8315 -0.4098 -0.9423
H: 2.2099 -0.8056 0.8676
H: 1.0683 1.9631 -0.3899
H: -0.0113 -0.7254 1.3284
H: 0.3339 1.9976 -0.5312
H: -0.6741 -0.1304 -1.4870

The calculation puts the orbital gap (alpha / beta) at 8.139 / 8.138 eV.


## ii
C3H6N2 | ωB97M-V/def2-TZVPD

Element x y z (Å)
C: -1.7560 0.7574 -0.0488
C: -0.6921 0.0188 0.3014
C: 0.1739 -1.1931 0.3120
N: 0.6109 0.1639 0.7636
N: 1.5568 0.8127 -0.0063
H: -1.7341 1.8875 0.2008
H: -2.5992 0.2217 -0.4860
H: -0.0733 -2.0022 1.1271
H: 0.5925 -1.4451 -0.6291
H: 1.6354 1.7166 0.5304
H: 1.3203 0.9285 -0.9649

The calculation puts the orbital gap at 10.086 eV. Its structure (SMILES) is C=C1CN1N.


Short version: i, ii, most stable first.


## i
C3H6N2 | ωB97M-V/def2-TZVPD

Element x y z (Å)
C: -1.0856 -1.3402 0.4476
C: -1.2102 -0.3251 -0.5090
C: 0.3908 -1.0395 0.5052
N: 0.0941 -0.2204 -0.7772
N: 0.7725 2.2812 -0.3612
H: -1.6443 -2.2168 0.7561
H: -2.0133 0.2665 -1.0315
H: 0.7372 -0.2877 1.2880
H: 1.1946 -1.7896 0.3351
H: 1.3516 2.6292 -1.1175
H: 1.4126 2.0423 0.4645

The calculation puts the orbital gap (alpha / beta) at 8.208 / 9.644 eV.


## ii
C3H6N2 | ωB97M-V/def2-TZVPD

Element x y z (Å)
C: -1.4763 1.0167 -0.5893
N: -0.2604 0.3569 -0.1550
C: 1.3499 -1.5416 0.3031
C: 1.8172 -0.2963 0.5779
N: 1.7850 0.8878 0.6716
H: -1.6552 1.9384 -0.0149
H: -2.3555 0.3725 -0.4268
H: -1.4116 1.2646 -1.6517
H: -0.3865 0.1807 0.8446
H: 1.0413 -2.2005 1.1085
H: 1.5522 -1.9790 -0.6682

The calculation puts the orbital gap (alpha / beta) at 8.655 / 9.259 eV.


Short version: ii, i, most stable first.


## i
CH4INS | ωB97M-V/def2-TZVPD

Element x y z (Å)
C: 0.7575 0.7414 -0.1465
N: -0.5939 -0.5421 0.9358
S: -2.0507 -0.3426 0.1884
I: 2.7590 0.1424 0.2807
H: 0.6429 1.8863 0.0620
H: 0.4233 0.4503 -1.0388
H: -0.1336 -1.3068 0.6630
H: -1.8045 -1.0290 -0.9447

The calculation puts the orbital gap at 8.199 eV.


## ii
CH4INS | ωB97M-V/def2-TZVPD

Element x y z (Å)
C: -0.0362 -0.2821 -1.2402
N: 0.1874 -0.0894 1.3145
S: -1.0635 -0.3554 0.2531
I: 0.8668 1.9279 1.5731
H: -0.6947 -0.4143 -2.0912
H: 0.7102 -1.0702 -1.1997
H: 0.4462 0.6927 -1.2842
H: -0.4162 -0.4093 2.6746

The calculation puts the orbital gap at 7.553 eV.


Short version: ii, i, most stable first.


## i
H4O2 | ωB97M-V/def2-TZVPD

Element x y z (Å)
O: 0.8444 1.6137 0.2510
H: 1.7230 1.3523 -0.0928
H: 0.3300 0.7706 0.2789
O: -1.3207 -0.9956 -0.1825
H: -0.7265 -1.1503 0.6037
H: -0.8503 -1.5907 -0.8583

The calculation puts the orbital gap at 11.913 eV. Its structure (SMILES) is O.O.


## ii
H4O2 | ωB97M-V/def2-TZVPD

Element x y z (Å)
O: -1.1523 0.5254 0.8079
H: -0.8900 0.8245 1.7193
O: 0.7724 -0.4651 -0.4820
H: 0.6059 -1.1826 -1.2408
H: -0.1282 -0.0854 0.2073
H: 0.7922 0.3833 -1.0117

The calculation puts the orbital gap at 9.025 eV.


## iii
H4O2 | ωB97M-V/def2-TZVPD

Element x y z (Å)
O: -0.5724 -5.2824 2.0729
H: -0.7996 -4.7930 1.2783
H: -0.9605 -6.1565 1.9924
O: 0.7907 5.0470 -1.9132
H: 0.5434 5.8319 -2.4100
H: 0.9985 5.3531 -1.0204

The calculation puts the orbital gap at 12.686 eV. Its structure (SMILES) is O.O.


Short version: iii, i, ii, most stable first.